No. 1
18
Properties=species:S:1:pos:R:3:forces:R:3 method="wB97M-V/def2-TZVPD" gap_ev="8.7 / 8.7" lumo_ha="-0.168 / -0.168" charge=+1 multiplicity=1 e_tot_ev=-6857.8205 de_lowest_kj_mol=553.6 homo_ev="-13.3 / -13.3"
C -1.23938 1.20777 0.17068 1.387 2.366 -1.929
C -0.37499 0.11848 0.36515 4.582 -1.162 -0.594
C 3.12233 -0.38905 0.08123 -1.459 2.429 1.511
C -2.58507 -0.95585 0.22619 -1.477 3.719 1.211
C 1.97863 0.40151 -0.66566 -0.732 -2.229 0.431
N -1.60375 -0.06044 -0.40045 -0.115 -1.068 -0.944
H -1.66135 1.63253 0.98907 -2.283 0.694 2.193
H -0.94370 1.98482 -0.52925 -0.201 -0.206 -0.317
H -0.46922 -0.37461 1.31176 0.445 -0.332 0.306
H 2.76328 -1.36568 0.42506 0.171 -0.004 -0.725
H 3.31285 0.15543 1.07417 0.177 -0.645 -1.602
H 4.03654 -0.43036 -0.55898 -0.823 -0.062 0.466
H -3.59946 -0.64964 -0.11872 0.663 -0.531 0.266
H -2.33822 -1.92759 -0.00772 0.410 -2.182 -0.206
H -2.46554 -0.65202 1.30917 -0.576 -1.075 -1.047
H 1.79886 0.01406 -1.67205 -0.272 -0.020 0.291
H 1.69197 1.43452 -0.60052 0.552 0.323 0.565
H -1.42377 -0.14392 -1.39913 -0.450 -0.016 0.124

No. 2
102
Properties=species:S:1:pos:R:3:forces:R:3 method="wB97M-V/def2-TZVPD" gap_ev="5.0 / 7.7" lumo_ha="0.077 / 0.075" charge=-1 multiplicity=3 e_tot_ev=-248314.1744 de_lowest_kj_mol=136.5 homo_ev="-2.9 / -5.6" s2=2.063
Ti -1.12613 1.00754 0.46808 -0.016 -0.735 0.344
C -3.44453 0.76414 -2.64562 -0.012 0.112 0.011
C -3.41483 2.14673 -2.05979 0.270 -0.444 0.319
C -4.13060 3.19672 -2.66474 -0.116 0.431 -0.048
C -4.05612 4.46514 -2.16165 -0.045 -0.294 -0.152
C -3.28217 4.70690 -1.00891 0.204 -0.240 0.103
C -3.08747 5.95917 -0.39187 -0.022 0.297 0.129
Br -3.92471 7.51220 -1.11271 0.035 -0.032 0.007
C -2.31433 6.09942 0.72879 -0.151 0.041 -0.250
C -1.73144 4.97000 1.30586 0.083 -0.606 0.121
Br -0.69511 5.11424 2.87907 -0.043 0.150 -0.001
C -1.90960 3.69429 0.78702 -0.013 0.614 0.112
O -1.46138 2.62181 1.37094 -0.449 1.299 0.339
C -2.64418 3.58337 -0.43361 -0.135 0.321 0.003
N -2.69922 2.34066 -0.97402 0.056 0.331 -0.167
H -4.47640 0.42872 -2.76987 0.002 -0.012 -0.001
H -2.91999 0.07345 -1.99138 -0.025 -0.068 -0.033
H -2.96707 0.76200 -3.62770 0.012 -0.004 0.004
H -4.72385 2.99393 -3.54699 0.011 -0.039 -0.006
H -4.58819 5.27761 -2.63660 0.021 0.032 0.004
H -2.16294 7.07184 1.17415 -0.004 -0.001 0.017
C -1.14728 -1.49022 -6.18244 0.076 0.130 0.023
C 0.20737 -0.84693 -5.87214 -0.009 -0.103 -0.132
C 1.38580 -1.66019 -6.40260 -0.032 -0.034 0.068
C 1.39923 -3.04374 -5.76092 -0.009 0.129 -0.035
C 1.17297 -2.96674 -4.27018 -0.005 0.037 0.010
C 1.46228 -4.09162 -3.48137 0.022 -0.068 0.003
C 1.26313 -4.02462 -2.12133 -0.024 0.109 -0.043
F 1.55364 -5.11222 -1.37105 -0.005 -0.046 0.018
C 0.78298 -2.89838 -1.49236 -0.045 -0.028 0.022
C 0.48673 -1.75751 -2.25826 -0.229 0.142 0.290
C -0.02079 -0.56071 -1.66090 0.398 -0.166 -0.613
O -0.40755 -0.53229 -0.39453 0.182 -0.587 -0.849
C -0.05614 0.61447 -2.48787 0.006 -0.066 0.361
C 0.09861 0.50894 -3.83039 0.030 0.094 -0.006
N 0.36590 -0.68651 -4.43690 -0.114 0.129 0.060
C 0.68459 -1.81476 -3.66674 0.154 -0.238 -0.041
C -0.13073 1.97901 -1.86839 0.533 0.155 -0.982
O -0.30701 2.97401 -2.54977 0.081 -0.071 0.131
O 0.09331 1.98654 -0.57954 0.341 0.855 -1.016
H -1.24007 -1.70386 -7.24922 -0.013 -0.017 0.007
H -1.95051 -0.81265 -5.88969 -0.022 -0.025 -0.008
H -1.26714 -2.41613 -5.61968 -0.011 -0.026 -0.033
H 0.23028 0.15045 -6.31559 0.045 0.033 0.071
H 2.30584 -1.12985 -6.14516 0.001 0.018 -0.039
H 1.33085 -1.73208 -7.49045 0.006 -0.007 0.000
H 2.35758 -3.52951 -5.95638 -0.011 -0.032 0.008
H 0.63364 -3.67631 -6.22267 0.000 -0.011 0.017
H 1.83902 -5.00062 -3.93273 0.012 0.009 0.016
H 0.63372 -2.88196 -0.42425 -0.026 -0.022 0.069
H 0.05712 1.38723 -4.46207 -0.024 -0.014 0.005
C -5.04358 0.01373 1.14894 0.334 0.118 0.004
C -3.60122 0.25428 1.49981 -0.626 -0.158 0.455
O -2.75346 0.18936 0.48925 -1.276 -0.724 0.106
C -3.17042 0.55044 2.81571 0.393 -0.114 -0.245
C -4.08211 0.78249 3.87449 -0.027 0.009 -0.065
C -3.65268 1.10859 5.14177 0.073 0.010 0.057
C -2.28964 1.20948 5.41366 -0.110 0.013 0.107
C -1.36700 0.97414 4.40487 0.223 -0.118 -0.298
C -1.76859 0.64031 3.11853 -0.531 -0.007 0.855
O -0.83721 0.38736 2.18070 0.094 -0.073 0.589
H -5.07852 -0.57184 0.23028 -0.053 -0.013 0.007
H -5.56966 0.95908 0.96943 -0.061 -0.021 0.004
H -5.56405 -0.52367 1.94151 -0.058 -0.010 -0.037
H -5.14437 0.73891 3.67038 0.012 -0.023 -0.004
H -4.37667 1.29746 5.92503 -0.011 -0.004 -0.013
H -1.94872 1.47317 6.40689 0.014 -0.004 -0.015
H -0.30194 1.04448 4.59517 0.000 -0.001 0.006
F 0.61046 -5.96045 2.82583 -0.017 -0.050 -0.008
C 0.88029 -4.66996 2.52136 0.054 0.093 -0.018
C 2.18697 -4.29896 2.28726 0.048 -0.072 0.016
C 2.45594 -2.96918 1.99118 -0.122 0.056 -0.050
C 1.43816 -2.01812 1.92654 0.041 0.298 -0.101
C 0.12814 -2.44149 2.14864 0.034 -0.032 -0.041
C -0.15832 -3.76605 2.45102 -0.051 -0.045 0.010
Sb 1.87136 0.08848 1.50387 1.157 -0.823 0.756
C 3.89932 -0.44572 0.85823 -0.320 0.239 0.013
C 4.05110 -0.78360 -0.48571 -0.040 -0.007 0.069
C 5.26920 -1.22080 -0.98795 0.004 -0.026 -0.106
C 6.34075 -1.30349 -0.12353 -0.073 0.059 0.086
F 7.53246 -1.74047 -0.59486 0.054 -0.010 -0.038
C 6.24319 -0.94934 1.20714 0.064 -0.028 0.005
C 5.01396 -0.51750 1.68930 -0.089 0.040 -0.026
C 2.46494 0.46850 3.57454 -0.186 0.092 -0.408
C 2.72089 -0.52432 4.51577 0.009 0.035 -0.008
C 3.06375 -0.20312 5.82272 0.023 -0.033 0.057
C 3.14173 1.12824 6.17799 -0.038 -0.049 -0.112
F 3.47115 1.44681 7.45116 0.015 0.017 0.044
C 2.89022 2.14322 5.27870 0.023 0.096 0.058
C 2.54983 1.80041 3.97686 -0.003 -0.056 -0.067
H 2.97685 -5.03771 2.32891 -0.022 -0.011 0.001
H 3.47885 -2.68409 1.79266 0.076 -0.006 0.014
H -0.68198 -1.73406 2.06283 -0.042 -0.052 0.063
H -1.17296 -4.09995 2.62566 -0.001 0.016 -0.008
H 3.19662 -0.72040 -1.15399 0.033 -0.044 -0.044
H 5.38975 -1.49613 -2.02791 0.008 -0.012 0.018
H 7.11274 -1.02305 1.84779 0.002 0.012 -0.015
H 4.91914 -0.24060 2.73261 0.051 -0.035 0.028
H 2.65324 -1.56769 4.23754 -0.028 -0.038 -0.008
H 3.26460 -0.97183 6.55791 -0.007 0.027 0.016
H 2.95299 3.17520 5.59908 -0.002 -0.012 0.000
H 2.33748 2.58833 3.26154 -0.016 0.044 0.056